Entry 1:
# C11H15N

A 2-piece molecular cluster, C11H15N overall in a non-equilibrium geometry (the ωB97M-V functional and the def2-TZVPD basis, the OMol25 dataset).

The molar mass is 161.25 g mol⁻¹. As for the lowest unoccupied orbital energy: 0.931 eV. The relative energy (zero: lowest compared OMol25 entry of this formula, charge and spin) comes out at 111.1 kJ/mol. Its frontier orbital gap is 8.7 eV. The maximum force comes out at 0.045 hartree/bohr. As for the SMILES: Cc1c[nH]c2ccccc12.CC. The value obtained for the calculated total energy is -13139.63977 eV.

Structure (ORCA input):
```
! wB97M-V def2-TZVPD RIJCOSX def2/J DEFGRID3
* xyz 0 1
C 1.910 -2.150 0.838
C 0.903 -1.697 -0.175
C 0.029 -2.378 -0.966
N -0.451 -1.554 -1.989
C -0.006 -0.275 -1.720
C 0.010 0.812 -2.607
C 0.554 1.990 -2.173
C 1.083 2.039 -0.884
C 1.195 0.960 -0.038
C 0.655 -0.272 -0.471
H 2.635 -1.343 1.016
H 2.461 -2.953 0.361
H 1.486 -2.259 1.838
H -0.220 -3.426 -1.043
H -1.212 -1.872 -2.553
H -0.226 0.673 -3.655
H 0.548 2.886 -2.778
H 1.572 2.958 -0.575
H 1.618 1.008 0.951
C -2.261 1.361 1.662
C -1.364 0.375 2.437
H -1.991 2.410 1.763
H -2.232 0.966 0.648
H -3.241 1.330 2.135
H -1.289 0.621 3.508
H -0.302 0.362 2.193
H -1.864 -0.573 2.280
*
```

=====

Entry 2:
# C5H9OP

One molecule with the formula C5H9OP in a non-equilibrium geometry (the ωB97M-V functional and the def2-TZVPD basis, the OMol25 dataset).

The molar mass is 116.10 g mol⁻¹. As for the lowest unoccupied orbital energy: -0.036 eV. The relative energy (zero: lowest compared OMol25 entry of this formula, charge and spin) comes out at 540.5 kJ/mol. Its frontier orbital gap is 8.5 eV. The maximum force comes out at 0.083 hartree/bohr. The value obtained for the calculated total energy is -16661.28756 eV.

Structure (ORCA input):
```
! wB97M-V def2-TZVPD RIJCOSX def2/J DEFGRID3
* xyz 0 1
C 0.829 -0.479 -1.705
C 1.252 -0.498 -0.477
C -0.680 0.274 1.696
C -0.123 -1.037 1.697
C 0.813 -1.448 0.722
O -0.384 1.280 0.663
P -1.513 1.676 -0.411
H 1.058 0.335 -2.417
H 0.293 -1.247 -2.134
H 1.901 0.333 -0.298
H -1.746 0.401 1.908
H -0.139 0.827 2.611
H 0.301 -2.297 0.410
H 1.648 -1.973 1.074
H -1.011 3.031 -0.613
H -0.695 1.342 -1.577
*
```

=====

Entry 3:
# C24H44O12S

A 7-piece molecular cluster, C24H44O12S overall in a non-equilibrium geometry (the ωB97M-V functional and the def2-TZVPD basis, the OMol25 dataset).

The molar mass is 556.67 g mol⁻¹. As for the lowest unoccupied orbital energy: -0.092 eV. The relative energy (zero: lowest compared OMol25 entry of this formula, charge and spin) comes out at 221.3 kJ/mol. Its frontier orbital gap is 9.6 eV. The maximum force comes out at 0.094 hartree/bohr. As for the SMILES: C[C@H]1COC(=O)O1.C[C@H]1COC(=O)O1.O=S1(=O)CCCC1.CC(C)=O.CC(C)=O.CC(C)=O.CC(C)=O. The value obtained for the calculated total energy is -61003.98197 eV.

Structure (ORCA input):
```
! wB97M-V def2-TZVPD RIJCOSX def2/J DEFGRID3
* xyz 0 1
C 3.599 4.340 2.020
C 4.851 3.440 1.870
C 4.656 1.960 1.453
O 5.857 1.738 0.715
C 6.429 2.890 0.368
O 7.353 2.984 -0.421
O 5.767 3.943 0.943
H 2.795 3.745 2.451
H 3.122 4.543 1.062
H 3.665 5.233 2.642
H 5.446 3.407 2.783
H 3.745 1.749 0.893
H 4.672 1.313 2.330
C -0.239 -7.788 -2.347
C 1.054 -6.939 -2.443
C 2.144 -7.402 -3.448
O 2.515 -6.221 -4.096
C 1.712 -5.210 -3.765
O 1.741 -4.009 -4.132
O 0.802 -5.656 -2.914
H -0.004 -8.819 -2.084
H -0.949 -7.824 -3.173
H -0.829 -7.394 -1.520
H 1.524 -7.021 -1.463
H 1.723 -8.093 -4.179
H 2.994 -7.859 -2.941
O 2.369 5.221 -4.309
S 1.482 4.055 -4.004
O 1.658 3.296 -2.774
C -0.294 4.505 -4.016
C -0.646 4.513 -5.516
C -0.023 3.287 -6.199
C 1.397 2.951 -5.562
H -0.201 5.429 -3.446
H -0.887 3.752 -3.497
H -1.726 4.512 -5.661
H -0.186 5.404 -5.943
H -0.019 3.579 -7.249
H -0.759 2.489 -6.111
H 2.320 3.085 -6.126
H 1.397 1.962 -5.104
C 0.508 -1.023 -0.181
C -0.316 -0.457 0.924
C -1.792 -0.273 0.649
O 0.195 -0.067 1.983
H 0.999 -0.225 -0.738
H -0.052 -1.624 -0.898
H 1.257 -1.577 0.384
H -2.149 0.656 1.095
H -2.417 -1.060 1.071
H -1.983 -0.190 -0.421
C -1.433 -2.223 6.290
C -2.788 -1.693 6.826
C -3.856 -1.384 5.852
O -2.982 -1.626 8.047
H -1.553 -2.641 5.290
H -1.006 -3.047 6.860
H -0.700 -1.425 6.172
H -4.797 -1.154 6.352
H -3.911 -2.292 5.252
H -3.632 -0.573 5.160
C -4.777 -2.920 -2.125
C -3.953 -3.431 -3.261
C -3.475 -2.462 -4.255
O -3.728 -4.634 -3.406
H -4.895 -1.841 -2.217
H -4.420 -3.185 -1.130
H -5.761 -3.357 -2.291
H -3.291 -1.480 -3.820
H -4.156 -2.404 -5.103
H -2.565 -2.893 -4.674
C -0.190 3.487 6.827
C -0.977 4.759 6.575
C -1.512 4.935 5.213
O -1.275 5.593 7.491
H -0.664 2.791 7.519
H 0.737 3.897 7.227
H 0.161 3.048 5.893
H -2.190 5.771 5.042
H -1.897 3.938 5.000
H -0.789 5.196 4.439
*
```

=====

Entry 4:
# C4H6ClFO

A 2-piece molecular cluster, C4H6ClFO overall in a non-equilibrium geometry (the ωB97M-V functional and the def2-TZVPD basis, the OMol25 dataset).

The molar mass is 124.54 g mol⁻¹. As for the lowest unoccupied orbital energy (spin up / spin down): 0.476 / 0.664 eV. The relative energy (zero: lowest compared OMol25 entry of this formula, charge and spin) comes out at 227.9 kJ/mol. Its frontier orbital gap (spin up / spin down) is 7.9 / 8.7 eV. The maximum force comes out at 0.067 hartree/bohr. The value obtained for the calculated total energy is -21529.47912 eV.

Structure (ORCA input):
```
! wB97M-V def2-TZVPD RIJCOSX def2/J DEFGRID3
* xyz 0 1
C -0.639 1.111 0.287
C 1.478 -0.134 0.123
C -0.020 -0.106 -0.198
C -3.222 0.779 -0.006
O -0.386 2.157 0.744
F -3.402 0.878 -1.350
Cl -3.537 -0.830 0.562
H 1.641 0.028 1.185
H 1.901 -1.099 -0.148
H 2.004 0.644 -0.427
H -0.544 -0.959 0.240
H -0.194 -0.145 -1.277
H -3.782 1.543 0.518
*
```